Formula: C27H38N6PRuS
Source: the OMol25 dataset
Level of theory: the ωB97M-V functional and the def2-TZVPD basis

```
74
C27H38N6PRuS (the ωB97M-V functional and the def2-TZVPD basis)
Ru 0.756 -0.690 -0.049
S -0.376 -0.800 1.941
C -1.309 -2.096 1.573
N -2.131 -2.558 2.601
N -3.154 -3.254 2.463
C -3.975 -3.588 1.375
C -4.779 -4.720 1.552
C -5.658 -5.082 0.552
C -5.771 -4.288 -0.584
C -5.003 -3.129 -0.728
C -4.097 -2.773 0.245
N -1.103 -2.854 0.456
N -0.148 -2.499 -0.300
C 0.094 -3.442 -1.326
C -0.946 -4.204 -1.870
C -0.645 -5.194 -2.781
C 0.684 -5.464 -3.106
C 1.712 -4.716 -2.542
C 1.415 -3.684 -1.674
H -3.489 -3.609 3.367
H -4.698 -5.315 2.455
H -6.272 -5.964 0.666
H -6.484 -4.553 -1.353
H -5.147 -2.495 -1.592
H -3.548 -1.844 0.173
H -1.970 -3.997 -1.587
H -1.439 -5.771 -3.233
H 0.917 -6.261 -3.799
H 2.742 -4.943 -2.785
H 2.195 -3.100 -1.211
C 2.666 -1.636 -4.172
C 3.502 -0.918 -3.109
C 4.486 -1.887 -2.444
C 4.302 0.201 -3.794
P 2.334 -0.094 -1.883
C 1.657 1.314 -2.804
C 2.171 2.611 -2.779
C 1.628 3.595 -3.592
C 0.588 3.295 -4.462
C 0.085 2.003 -4.519
C 0.614 1.019 -3.694
C 3.208 0.459 -0.323
C 4.586 1.113 -0.370
C 3.305 -0.833 0.541
C 2.208 1.422 0.344
H 3.353 -2.044 -4.917
H 2.001 -0.951 -4.699
H 2.081 -2.460 -3.767
H 5.062 -2.367 -3.237
H 4.015 -2.683 -1.875
H 5.204 -1.374 -1.804
H 5.033 -0.272 -4.452
H 4.854 0.822 -3.090
H 3.671 0.840 -4.408
H 3.009 2.867 -2.146
H 2.035 4.597 -3.559
H 0.183 4.063 -5.107
H -0.703 1.757 -5.219
H 0.248 -0.003 -3.782
H 5.347 0.439 -0.759
H 4.888 1.397 0.641
H 4.592 2.015 -0.978
H 3.985 -1.566 0.116
H 2.361 -1.451 0.746
H 3.631 -0.595 1.554
H 2.014 2.315 -0.242
H 2.561 1.706 1.338
H 1.190 1.003 0.585
N -1.698 0.954 -0.103
N -0.897 0.144 -0.991
H -2.551 1.247 -0.577
H -1.183 1.804 0.103
H -0.544 0.691 -1.788
H -1.507 -0.557 -1.405
```

Computed properties:
**Charge**: +3
**E_LUMO**: -0.4254 hartree
**E**: -2213.53627 a.u.
**Kohn-Sham gap**: 5.40 eV
**Energy relative to the best compared isomer or geometry (same formula, charge and spin)**: 0.0 kcal/mol

Now the Mulliken charges, all in e: Ru -0.46; S -0.14; C 0.53; N -0.84; N 0.52; C 0.86; C -0.56; C -0.68; C -0.48; C -0.68; C -0.05; N -0.55; N 0.52; C 0.11; C -0.12; C -0.90; C -0.49; C -0.64; C -0.01; H 0.32; H 0.43; H 0.44; H 0.45; H 0.45; H 0.64; H 0.44; H 0.44; H 0.45; H 0.49; H 0.22; C -1.69; C 2.23; C -1.86; C -1.57; P 2.14; C 1.20; C -0.65; C -0.82; C -0.81; C -0.89; C -1.05; C 0.22; C -1.66; C -1.14; C -0.64; H 0.56; H 0.38; H 0.23; H 0.57; H 0.23; H 0.35; H 0.56; H 0.33; H 0.33; H 0.28; H 0.52; H 0.44; H 0.49; H 0.66; H 0.36; H 0.51; H 0.28; H 0.41; H 0.06; H 0.53; H 0.37; H 0.54; H 0.00; N -0.63; N -0.27; H 0.29; H 0.24; H 0.30; H 0.37